# 1
26
Properties=species:S:1:pos:R:3:forces:R:3:mulliken_charge:R:1 method="wB97M-V/def2-TZVPD" relative_energy_kcal_mol=46.4 orbital_gap_ha=0.29619 smiles="CSc1nnc(NC(=O)c2cc(F)c(F)c(F)c2F)[nH]1" e_tot_ev=-40177.4350 homo_ev=-8.350
C -0.744 1.221 -3.155 -4.102 -5.394 0.988 -0.882
C -2.848 0.611 -4.277 -0.954 -0.749 0.094 0.421
C -0.991 0.172 -2.165 -3.557 0.931 -0.825 0.030
N 1.201 0.209 3.443 -0.426 0.208 3.358 -0.268
N 1.756 -0.311 1.521 -0.344 -1.936 -4.569 -0.012
C 2.134 -0.366 2.779 0.527 0.753 1.549 0.461
S 3.546 -1.136 3.482 0.161 0.009 -0.428 -0.116
H 4.409 -0.981 5.633 -2.357 0.178 -0.240 0.278
H 2.703 -0.197 5.549 -0.617 2.141 0.343 0.331
H 0.062 1.739 -2.897 3.211 2.786 0.052 0.633
C 0.433 0.035 1.471 0.510 2.301 0.264 0.178
C -3.075 -0.461 -3.369 -0.253 0.488 -0.329 0.221
N 0.176 0.517 2.652 -2.220 -0.462 -0.255 -0.627
H 2.280 -0.349 0.677 0.568 -0.746 -0.510 0.205
C -1.680 1.380 -4.182 0.164 -0.088 2.300 0.227
F -4.170 -1.285 -3.599 1.875 1.487 0.915 -0.266
H -1.407 0.444 0.724 0.418 -0.127 -0.499 0.250
N -0.468 0.228 0.385 0.630 -0.813 -1.304 -0.095
F -2.596 -1.307 -1.185 0.244 -0.083 -0.447 -0.275
C 3.291 -1.004 5.281 2.930 -1.311 -0.448 -0.780
F -3.838 0.978 -5.167 1.688 -0.778 1.141 -0.261
F -1.627 2.511 -4.829 0.076 1.080 -1.560 -0.269
C -2.218 -0.536 -2.218 -0.103 0.189 -1.478 0.412
C -0.114 -0.024 -0.983 -1.159 1.539 1.878 0.505
H 2.775 -1.846 5.702 0.035 -0.765 -0.129 0.272
O 1.012 -0.242 -1.277 3.057 -0.838 0.141 -0.575

=====

# 2
65
Properties=species:S:1:pos:R:3:forces:R:3:mulliken_charge:R:1 method="wB97M-V/def2-TZVPD" total_charge=+4 relative_energy_kcal_mol=0.0 orbital_gap_ha=0.25268 e_tot_ev=-42276.4033 homo_ev=-19.861
C -1.796 2.610 -0.419 0.270 0.234 0.135 -1.056
N 1.866 -0.325 0.685 0.393 -0.118 0.153 0.453
C 2.577 0.452 1.632 0.338 -0.026 0.177 0.573
C 3.132 2.037 3.304 -0.066 0.026 0.009 -0.964
H 1.142 1.802 2.546 -0.002 0.057 0.006 0.475
C 2.751 -1.231 0.222 0.047 -0.052 -0.063 0.350
H 0.175 -4.160 -0.343 0.049 0.008 -0.049 0.599
C 4.865 0.541 2.497 0.117 -0.133 -0.020 -1.095
H 2.745 -3.218 -0.587 -0.014 -0.009 -0.024 0.631
H -0.330 3.830 0.635 0.131 -0.019 -0.018 0.504
N -1.213 -1.286 0.700 -0.342 -0.336 0.036 0.141
H 0.952 -3.226 0.933 0.033 -0.004 -0.021 0.308
C -2.478 -1.147 1.323 -0.218 -0.241 0.145 0.838
C 0.284 -3.156 0.070 -0.160 -0.108 0.132 -0.302
H -2.903 -0.715 -3.224 0.069 -0.034 -0.033 0.595
H 1.441 0.861 -4.159 0.060 0.062 0.071 0.632
O 1.405 0.502 -2.077 -0.032 0.268 -0.557 0.021
C -2.860 0.799 -1.667 -0.097 -0.249 -0.308 -0.946
C -4.918 -1.531 2.549 -0.004 -0.067 0.012 -0.656
C 2.367 -2.222 -0.830 0.248 -0.082 0.090 -1.172
C -0.500 0.180 -3.520 0.364 0.174 -0.200 -0.542
H -2.707 -1.371 -1.593 0.064 -0.017 -0.004 0.271
H -4.639 -3.647 2.260 0.005 0.009 0.013 0.484
N 3.946 -1.074 0.764 0.019 -0.144 0.025 0.003
H -2.124 -4.322 1.042 0.076 -0.003 -0.064 0.308
C -3.008 -2.430 1.510 -0.046 0.506 0.051 0.528
C -2.439 -0.548 -2.252 -0.340 0.128 0.256 -0.652
C -1.019 -2.615 0.560 0.054 -0.170 0.071 -0.088
H -3.796 0.711 -1.114 0.041 -0.025 0.080 0.430
C 1.013 0.164 -3.441 -0.352 -0.268 -0.373 -0.729
H -0.744 2.305 1.438 0.060 0.069 0.043 0.350
N 0.883 -2.213 -0.928 0.144 -0.054 0.353 -0.003
H -0.837 -0.284 -4.447 -0.048 -0.087 0.046 0.568
C -0.579 2.782 0.469 -0.491 0.041 0.068 -0.609
H 4.766 -1.648 0.599 -0.057 -0.044 -0.070 0.307
H 1.400 -0.832 -3.660 0.098 0.022 0.075 0.296
H 2.852 2.829 3.985 -0.001 -0.006 -0.007 0.492
O 0.533 2.061 -0.134 -0.055 0.453 -0.075 -0.116
H -2.710 2.871 0.116 -0.023 -0.079 0.022 0.464
H 2.586 2.120 -2.765 -0.063 -0.100 -0.087 0.682
H 2.960 1.487 -1.156 -0.011 -0.078 -0.019 0.238
C 4.460 1.585 3.304 0.014 -0.028 -0.002 -0.633
H 2.810 -1.947 -1.788 -0.093 0.045 -0.038 0.356
O -0.988 -0.577 -2.374 0.128 0.061 -0.251 -0.124
Zr 0.062 -0.032 -0.444 -0.476 -0.291 -0.081 0.101
H 0.498 3.143 -1.937 -0.117 -0.045 0.092 0.338
H -2.749 0.969 1.709 -0.057 0.035 0.032 0.269
C 2.152 1.738 -1.842 0.191 0.395 0.378 -0.790
C -4.237 -2.652 2.118 0.008 -0.124 -0.023 -1.057
H 5.881 0.169 2.519 -0.004 0.022 0.007 0.487
H 0.632 -2.562 -1.849 -0.100 0.117 -0.098 0.400
C -4.389 -0.242 2.390 0.010 0.088 0.004 -0.845
C 2.173 1.481 2.479 -0.039 -0.090 -0.036 -0.453
C 1.221 2.760 -1.214 0.445 -0.069 -0.385 -0.569
H 5.174 2.051 3.969 0.006 -0.010 -0.006 0.453
C -3.168 -0.026 1.780 0.088 -0.078 -0.075 -0.420
H -5.873 -1.652 3.044 -0.004 0.008 -0.017 0.460
H -0.884 1.203 -3.482 -0.059 -0.031 0.093 0.242
O -1.784 1.203 -0.777 0.024 0.210 0.111 0.285
C 3.896 -0.016 1.673 -0.372 0.373 0.080 0.768
H -2.988 1.563 -2.436 0.126 0.075 0.060 0.553
N -2.051 -3.310 1.002 0.105 -0.061 0.031 -0.020
H -1.740 3.214 -1.327 -0.053 -0.085 -0.063 0.528
H 1.797 3.592 -0.808 -0.036 -0.015 0.105 0.563
H -4.948 0.601 2.774 0.007 -0.006 0.004 0.497

=====

# 3
59
Properties=species:S:1:pos:R:3:forces:R:3:mulliken_spin:R:1 method="wB97M-V/def2-TZVPD" total_charge=+1 orbital_gap_ha="0.26358 / 0.25745" e_tot_ev=-68731.4208 multiplicity=4 homo_ev="-10.755 / -11.343"
H -0.815 -15.337 1.882 0.937 0.531 0.488 0.001
C 1.587 -19.010 8.508 -1.498 -1.548 -1.222 -0.006
C 1.970 -17.763 7.977 -0.688 -0.030 1.131 0.012
S 3.547 -13.625 5.790 0.598 1.599 -0.354 0.105
H 1.659 -14.007 8.545 -0.841 -0.496 -0.685 0.048
S 3.700 -21.241 10.692 0.894 0.624 1.112 0.000
C -1.042 -13.500 6.455 -0.707 -1.260 -0.820 -0.006
C 3.613 -19.007 9.933 -1.096 1.247 -0.746 0.001
C 0.331 -16.795 3.685 -0.292 -0.258 -0.818 0.003
C 0.925 -12.702 2.952 -0.375 1.911 -2.312 -0.010
O 5.356 -16.535 5.390 -1.161 -0.098 -0.296 0.007
H 1.172 -17.228 4.182 0.568 -0.454 0.294 -0.005
C 3.006 -11.349 4.257 -1.106 0.133 -0.841 0.042
N 1.381 -14.608 4.362 -1.973 -1.797 -1.619 -0.020
C -0.079 -14.707 2.446 -2.120 -2.223 -0.536 -0.010
O 3.136 -16.929 5.430 1.317 0.873 -0.242 0.090
H -1.363 -19.166 6.785 0.401 -0.232 0.507 0.000
H 5.551 -17.169 10.881 0.102 -0.200 -0.228 0.000
H 3.824 -10.810 4.696 0.248 -0.185 0.446 0.000
H -0.691 -12.950 1.389 1.243 -0.368 1.104 0.000
C 2.251 -10.661 3.249 -0.117 -2.794 0.741 -0.014
C -0.402 -18.876 7.226 -0.816 -2.166 0.530 -0.001
C -0.001 -17.616 6.911 -1.435 1.489 -1.856 0.022
C 4.234 -14.989 8.611 1.716 -0.239 0.566 0.017
H -2.822 -12.891 5.697 0.922 0.641 0.921 0.000
C 2.636 -12.630 4.591 1.392 -0.188 0.872 0.047
N 1.147 -17.085 7.140 1.946 0.071 1.026 -0.058
O 4.230 -16.671 3.546 0.085 0.097 -0.425 0.014
C 0.108 -13.171 7.404 -1.035 0.835 -0.884 0.062
C 0.393 -19.688 8.025 0.488 1.225 -0.021 0.006
C 2.441 -19.699 9.420 2.052 0.036 0.938 0.002
N 2.405 -20.983 9.826 -0.659 1.424 -1.153 0.000
H -0.583 -17.041 4.250 0.185 0.172 -0.523 0.000
N 4.362 -19.729 10.719 0.197 -1.332 -0.101 -0.001
C 1.626 -13.328 3.921 0.759 -0.896 2.352 -0.005
C 4.948 -16.784 10.067 -0.283 0.240 -0.013 0.012
N 3.267 -15.742 8.112 0.011 0.293 -0.470 -0.002
H 2.528 -9.663 3.087 -0.034 1.186 -0.679 -0.001
N 4.332 -16.682 4.737 -0.526 -0.297 1.217 0.000
C 0.927 -14.379 7.763 -0.253 0.952 2.396 -0.065
C -0.016 -13.401 2.182 -0.862 0.646 -0.723 0.012
H 5.960 -14.779 9.853 -0.160 -0.704 0.415 0.000
H 0.765 -12.516 6.838 0.044 0.499 -0.148 -0.010
Tc 2.110 -15.239 6.334 0.005 -2.006 -1.007 2.624
C 0.544 -15.340 3.542 1.609 1.774 1.056 0.027
N -2.064 -12.592 6.347 -0.236 -1.196 -0.955 0.001
C 3.883 -17.588 9.543 0.332 0.494 0.168 -0.009
H -0.314 -12.535 8.225 0.537 -0.805 -0.266 0.004
H -2.133 -11.707 6.831 0.185 -0.394 -0.095 0.000
H 0.114 -20.736 8.319 0.512 1.319 -0.251 0.000
H 0.275 -15.139 8.256 0.562 0.457 -0.328 0.001
C 1.270 -11.385 2.590 0.386 1.539 1.055 0.028
H 0.293 -17.175 2.622 -0.188 0.021 1.339 0.001
O -1.083 -14.575 5.795 0.166 1.977 1.420 0.019
H 4.382 -13.980 8.157 -0.265 -0.951 0.563 -0.003
H -0.662 -16.956 6.365 -0.246 -0.104 -0.142 -0.002
H 0.634 -10.904 1.882 -0.155 0.269 -0.622 0.001
C 5.169 -15.489 9.601 -2.042 0.248 -1.573 -0.009
C 3.064 -16.991 8.564 0.770 -1.603 0.293 0.026

=====

# 4
16
Properties=species:S:1:pos:R:3:forces:R:3:mulliken_charge:R:1 method="wB97M-V/def2-TZVPD" total_charge=-1 orbital_gap_ha="0.18985 / 0.18975" e_tot_ev=-37608.5716 homo_ev="-3.874 / -3.874"
H 0.333 -2.308 0.726 0.515 -0.171 -0.264 0.325
C 2.060 1.123 -0.587 -0.796 -0.993 1.159 -0.719
O -0.060 2.225 0.266 -0.418 -0.502 0.244 -0.489
O -0.608 -0.282 1.194 -1.068 -0.627 -0.180 -0.828
S -3.083 -0.480 -0.041 0.810 1.512 -2.870 0.941
C 1.472 -0.918 0.134 -1.022 -2.736 -0.643 0.386
S -3.542 1.421 -0.274 0.620 -0.553 0.425 -0.331
H -0.960 1.799 0.433 1.623 0.383 -0.195 0.229
C 2.447 -0.292 -0.585 -0.175 0.243 1.051 -0.706
H 3.364 -0.855 -0.740 -0.016 0.697 -0.582 0.349
O 1.201 -2.325 0.263 -0.115 2.460 0.624 -0.532
C 0.880 1.239 0.123 -0.702 -1.121 -0.803 0.338
N 0.508 -0.044 0.516 -0.139 1.210 0.096 0.453
H 2.550 1.956 -0.968 0.962 1.048 -0.780 0.488
O -2.548 -1.096 -1.255 -0.369 0.167 1.852 -0.443
O -4.013 -1.161 0.794 0.290 -1.017 0.865 -0.461

=====

Molecular weight readings, ordered: 306.2 544.8 644.6 210.2 g/mol